A cluster of 3 separate species, C14H39N3O4P in total. Source: OMol25; level of theory: wB97M-V/def2-TZVPD.

Properties
LUMO level ... -2.4 eV
Relative energy (zero: lowest compared OMol25 entry of this formula, charge and spin) ... 0.0000 eV
E ... -37090.5250 eV
Frontier orbital gap ... 9.81 eV
E_HOMO ... -12.180 eV
Net charge ... +1

Element x y z (Å)
1 C 3.31451 -2.94256 -2.10411
2 C 3.02210 -1.60091 -1.41593
3 P 2.03007 -0.52789 -2.52569
4 C 3.08664 0.92433 -2.70544
5 N 0.87246 0.14990 -1.15344
6 O 0.92039 1.56558 -1.12865
7 C -0.52005 -0.35486 -1.25552
8 C -1.20954 -0.29705 -2.62784
9 C -1.35765 -1.64669 -3.31419
10 O -2.51050 0.23002 -2.40117
11 H 4.12151 -3.47540 -1.60339
12 H 2.43220 -3.58486 -2.10720
13 H 3.61239 -2.80473 -3.14641
14 H 3.95300 -1.07696 -1.18804
15 H 2.49527 -1.76879 -0.47191
16 H 3.78558 1.07751 -1.88473
17 H 3.64629 0.74301 -3.62936
18 H 2.48986 1.82130 -2.85023
19 H 1.22651 -0.17014 -0.24877
20 H 0.11527 1.86121 -0.65452
21 H -0.51578 -1.36234 -0.82837
22 H -1.08509 0.26661 -0.55781
23 H -0.63777 0.38042 -3.27444
24 H -0.57798 -1.80058 -4.06096
25 H -1.30035 -2.47637 -2.60568
26 H -2.32473 -1.68946 -3.81062
27 H -2.53028 1.18462 -2.49824
28 C -0.66342 -2.17051 2.31229
29 C 0.75307 -1.66213 2.07941
30 C 1.80439 -2.35326 2.94918
31 O 1.80529 -1.92279 4.28511
32 C 0.89132 -2.56888 5.15807
33 N 0.75500 -0.20474 2.09995
34 H -1.06628 -1.77761 3.24528
35 H -1.32912 -1.83497 1.51680
36 H -0.69122 -3.25918 2.35380
37 H 1.03342 -1.90097 1.03852
38 H 2.79626 -2.09632 2.56157
39 H 1.69222 -3.44322 2.88454
40 H 0.77951 -3.62440 4.89236
41 H -0.09329 -2.09711 5.15417
42 H 1.30837 -2.49910 6.15981
43 H 1.66907 0.14324 1.81455
44 H 0.65444 0.14625 3.04955
45 C -3.70740 2.89159 1.01668
46 C -2.20884 2.83919 1.28302
47 C -1.34865 3.68048 0.33290
48 O -1.16805 3.08741 -0.95470
49 C -2.19614 3.34599 -1.89873
50 N -1.74788 1.45686 1.24611
51 H -3.97370 2.30340 0.13712
52 H -4.24830 2.47171 1.86247
53 H -4.05053 3.91539 0.86268
54 H -2.03222 3.23092 2.28898
55 H -0.34178 3.74646 0.75149
56 H -1.73625 4.69986 0.22918
57 H -2.59988 4.35253 -1.76743
58 H -3.02102 2.63261 -1.82548
59 H -1.75119 3.27816 -2.89115
60 H -0.78502 1.38029 1.55841
61 H -1.73652 1.18797 0.26610

Cartesian forces, eV/Å:
C -0.067 -0.060 -0.037
C 0.304 -0.233 -0.144
P -0.613 0.138 0.256
C 0.287 0.116 -0.169
N 0.381 0.293 -0.167
O 0.354 -0.807 -0.132
C -0.225 -0.205 0.352
C 0.063 0.477 -0.022
C 0.171 -0.233 0.001
O -0.222 -0.348 -0.034
H -0.036 0.030 0.052
H 0.025 0.045 -0.005
H 0.038 0.028 0.070
H -0.038 -0.037 0.101
H 0.059 -0.034 -0.043
H -0.042 0.014 0.025
H 0.052 0.067 0.089
H -0.019 -0.024 -0.104
H -0.056 0.121 0.065
H -0.219 0.220 -0.374
H 0.082 0.007 -0.139
H 0.298 -0.667 -0.475
H -0.053 0.011 0.013
H -0.003 0.015 0.057
H -0.106 0.050 -0.018
H 0.035 0.039 -0.020
H 0.236 -0.086 -0.111
C -0.041 0.082 -0.037
C -0.265 -0.413 -0.588
C 0.178 0.315 0.067
O -0.061 0.122 0.081
C 0.079 -0.090 -0.007
N 0.583 0.542 -0.003
H -0.006 -0.019 0.008
H -0.016 0.031 0.020
H 0.009 -0.001 0.020
H -0.080 -0.373 0.113
H 0.002 -0.032 0.019
H -0.058 0.029 -0.029
H -0.004 -0.005 0.024
H 0.009 0.010 -0.021
H -0.014 -0.002 0.018
H 0.122 -0.082 0.222
H -0.157 -0.148 0.049
C 0.036 0.036 -0.085
C 0.083 0.079 -0.099
C -0.160 0.347 0.254
O -0.341 0.171 0.170
C 0.117 0.168 -0.112
N -0.101 0.057 0.033
H -0.010 -0.010 -0.008
H 0.004 -0.031 -0.014
H -0.003 0.013 0.018
H 0.046 0.019 -0.025
H 0.022 0.040 0.002
H 0.019 -0.042 -0.087
H 0.004 -0.052 -0.014
H -0.125 0.231 0.222
H 0.034 0.025 -0.033
H -0.030 -0.190 0.175
H -0.562 0.236 0.558

Mulliken population analysis, charges in e, atoms 1 to 5: C -1.325; C 0.320; P 0.117; C -1.195; N 0.824